[1]
{"formula": "C19H15F5MnNO5STe", "method": "wB97M-V/def2-TZVPD", "species": ["Te", "Mn", "S", "F", "F", "F", "F", "F", "O", "O", "O", "O", "O", "N", "C", "C", "C", "C", "C", "C", "C", "C", "C", "C", "C", "C", "C", "C", "C", "C", "C", "C", "C", "H", "H", "H", "H", "H", "H", "H", "H", "H", "H", "H", "H", "H", "H", "H"], "positions_angstrom": [[-1.91, -1.51, 2.77], [0.48, -1.00, 0.61], [2.63, -1.01, 1.30], [-2.18, -0.35, 4.19], [-2.16, -2.72, 1.39], [-2.99, -2.67, 3.72], [-0.52, -2.30, 3.73], [-3.35, -0.61, 2.01], [-0.68, -0.42, 1.94], [0.43, -2.82, 1.14], [0.48, 0.91, -0.05], [-0.71, -1.25, -0.78], [-2.07, -0.27, -2.25], [1.49, -3.35, 1.76], [2.62, -2.63, 1.91], [2.38, -5.23, 2.85], [-0.45, 1.12, -1.18], [1.75, 1.24, -2.44], [3.69, -3.25, 2.55], [-1.04, 3.55, -0.91], [-1.41, 2.22, -0.76], [-1.86, 4.56, -0.42], [2.46, 1.49, -3.61], [-3.41, 2.91, 0.38], [-3.05, 4.24, 0.22], [-1.18, -0.22, -1.44], [3.58, -4.53, 3.02], [1.81, 1.93, -4.75], [-2.60, 1.90, -0.11], [0.43, 2.12, -4.72], [-0.28, 1.87, -3.56], [0.37, 1.44, -2.41], [1.34, -4.61, 2.21], [-0.08, 2.46, -5.61], [4.60, -2.68, 2.67], [4.42, -5.00, 3.52], [-3.69, 5.03, 0.60], [-2.90, 0.87, 0.02], [0.37, -5.04, 2.03], [-4.34, 2.66, 0.88], [0.12, 1.42, 0.70], [3.54, 1.34, -3.62], [2.27, 0.91, -1.56], [2.26, -6.24, 3.21], [-1.36, 2.00, -3.54], [2.37, 2.12, -5.65], [-0.12, 3.80, -1.42], [-1.57, 5.60, -0.55]], "de_lowest_ev": 0.295, "spin_multiplicity": 3, "charge": 0, "gap_ev": [7.88, 8.39], "homo_energy_ev": [-9.2883, -9.2639]}



[2]
{"formula": "C19H15I2N3O3Sn", "method": "wB97M-V/def2-TZVPD", "species": ["I", "I", "Sn", "O", "O", "O", "N", "N", "N", "C", "C", "C", "C", "C", "C", "C", "C", "C", "C", "C", "C", "C", "C", "C", "C", "C", "C", "C", "H", "H", "H", "H", "H", "H", "H", "H", "H", "H", "H", "H", "H", "H", "H"], "positions_angstrom": [[-2.91, -4.09, 0.89], [-6.13, 0.96, 1.27], [0.78, -1.73, -0.88], [1.01, -0.93, -2.91], [2.36, -0.26, -4.57], [-1.27, -2.16, -1.00], [0.24, -0.80, 1.45], [-0.18, 0.55, -0.88], [2.72, 0.10, -1.07], [-0.80, 0.00, 3.88], [4.15, 0.93, -2.79], [-3.59, 0.55, -0.33], [4.70, 1.28, -0.49], [-0.27, 1.31, 0.36], [-2.50, -0.14, -0.83], [5.00, 1.46, -1.83], [-0.27, -1.28, 3.73], [-4.31, -1.42, 0.84], [3.01, 0.25, -2.36], [-0.28, 0.41, 1.59], [-0.81, 0.85, 2.79], [3.55, 0.59, -0.15], [2.05, -0.35, -3.39], [-2.30, -1.50, -0.52], [-1.45, 0.54, -1.66], [-3.22, -2.11, 0.34], [0.24, -1.63, 2.50], [-4.50, -0.09, 0.50], [-1.18, 1.91, 0.38], [-3.73, 1.59, -0.59], [-1.24, 1.84, 2.86], [-0.25, -1.98, 4.55], [5.34, 1.68, 0.29], [-5.01, -1.92, 1.50], [0.58, 2.00, 0.43], [4.33, 1.01, -3.85], [0.65, -2.62, 2.32], [-1.22, 0.31, 4.82], [3.28, 0.43, 0.88], [-1.75, 1.56, -1.90], [5.89, 2.00, -2.13], [-1.25, 0.00, -2.58], [0.57, 0.90, -1.46]], "spin_multiplicity": 1, "charge": 0, "gap_ev": 7.96, "homo_energy_ev": -7.7904}